# 1
C5H11N2Si | the ωB97M-V functional and the def2-TZVPD basis

Positions of all 19 atoms, in Å:
C -1.6898 -1.3137 0.8988
C -1.6620 -1.5604 -0.4109
C -1.0604 -0.0950 1.2608
C -0.3568 0.3732 -0.0808
C 0.1666 1.5994 -0.5516
N -0.7004 -0.5365 -2.3185
N -0.8565 -0.5323 -1.0369
Si 2.0549 -0.9274 0.4950
H -2.0927 -1.9368 1.6572
H -2.1694 -2.1890 -0.9798
H -1.8083 0.6752 1.5901
H -0.1656 -0.0422 1.9782
H -0.5212 2.3515 -0.9934
H 0.8783 1.3868 -1.4337
H 0.6997 2.0489 0.2150
H -0.1066 0.2581 -2.5634
H 2.3822 -1.7693 -0.5990
H 1.6186 -1.6337 1.7340
H 3.0087 0.1980 0.5198

Atoms 1-6, force components in eV/Å:
-0.319 -1.617 -0.473
2.314 3.519 2.662
3.075 4.279 -0.103
-0.105 -4.455 1.437
0.784 1.487 -3.464
-0.487 -0.202 2.090

Values from the calculation:
orbital gap (alpha / beta) = 7.03 / 7.04 eV
LUMO (alpha / beta) = -5.77 / -5.77 eV
energy above the lowest of the compared OMol25 structures with the same formula, charge and spin = 141.76 kJ/mol
spin multiplicity = 1
charge = +1

***

# 2
C3H4S2 | the ωB97M-V functional and the def2-TZVPD basis

Positions of all 9 atoms, in Å:
C 0.9575 -1.2815 -1.2191
C 0.3763 -0.3700 -0.6608
C -0.3460 0.2744 0.3586
S -0.1510 -0.2115 2.1300
S -1.8890 1.1095 -0.0782
H 1.3676 -1.9609 -1.9293
H 0.9818 1.7880 0.3579
H 1.1273 0.0348 2.2901
H -2.4244 0.6172 -1.2491

Atoms 1-6, force components in eV/Å:
-0.496 0.954 -0.529
0.286 -1.972 0.597
1.068 2.308 -0.094
-1.594 -0.062 -1.210
-0.132 0.133 0.702
0.188 -0.033 0.177

Values from the calculation:
orbital gap (alpha / beta) = 7.53 / 8.23 eV
LUMO (alpha / beta) = -0.53 / -0.90 eV
energy above the lowest of the compared OMol25 structures with the same formula, charge and spin = 538.04 kJ/mol
spin multiplicity = 1

***

# 3
C9H8N2O3 | the ωB97M-V functional and the def2-TZVPD basis

Positions of all 22 atoms, in Å:
O 1.6878 5.1055 0.6174
N 2.1246 2.1398 -1.0645
O 2.5261 3.4225 -0.7679
O -0.9512 -3.1948 0.3055
C 1.6305 3.9017 0.1158
C 0.7029 2.9865 0.2969
C 0.7603 -1.8105 -0.7484
C -0.8586 -0.8496 0.8296
C 1.3399 -0.4845 -0.8529
C -0.4018 0.4534 0.5926
C -0.3817 -1.9457 0.1288
C 0.6515 0.6033 -0.2584
N 1.0981 1.8882 -0.4734
C -2.3526 -3.1585 0.1763
H -0.1598 3.0641 0.8767
H 1.3729 -2.4779 -1.3250
H -1.7174 -0.9813 1.4678
H 2.1560 -0.4155 -1.5624
H -0.9590 1.1034 1.2006
H -2.6880 -2.4532 -0.6820
H -2.7403 -4.1825 0.1274
H -2.8400 -2.7144 0.9998

Atoms 1-6, force components in eV/Å:
0.372 -4.290 -1.968
5.215 0.330 -3.375
-0.022 -1.847 -0.981
0.597 0.814 -0.489
1.053 8.666 2.485
-1.896 -3.604 -0.527

Values from the calculation:
orbital gap = 7.88 eV
LUMO = -0.68 eV
energy above the lowest of the compared OMol25 structures with the same formula, charge and spin = 327.80 kJ/mol
spin multiplicity = 1

***

# 4
C28H40IrNO2 | the ωB97M-V functional and the def2-TZVPD basis

Positions of all 72 atoms, in Å:
O 3.4471 0.2009 -7.1090
C 4.1673 -0.9978 -7.5672
C 4.9005 -0.2593 -8.6927
H 3.4709 -1.7701 -7.9205
H 4.8223 -1.3927 -6.7816
C 4.0721 0.9612 -8.1867
H 4.6373 -0.5878 -9.6981
H 5.9748 -0.1573 -8.5388
C 3.0560 1.4447 -9.2083
H 2.4755 0.6075 -9.6140
H 3.5650 1.9462 -10.0446
H 2.3693 2.1653 -8.7452
C 4.9100 2.1101 -7.6534
H 5.6454 1.7588 -6.9200
H 4.2566 2.8529 -7.1756
H 5.4472 2.6059 -8.4737
Ir -0.3661 0.1782 0.7126
C 0.9887 0.9019 2.1615
C 0.9536 -0.5456 2.1987
C 1.6196 -1.0220 1.0195
H 0.5909 -1.1470 3.0163
C 2.1898 0.0864 0.3448
C 1.7303 1.2668 0.9744
H 1.9063 2.2803 0.6322
H 0.6221 1.5673 2.9391
H 1.7257 -2.0657 0.7469
H 2.8553 0.0299 -0.5045
C -2.2382 1.2605 0.7778
C -1.1852 2.1447 0.3661
C -0.7219 1.6876 -0.9084
H -0.7852 2.9869 0.9196
C -1.4259 0.4921 -1.2435
C -2.3658 0.2346 -0.2074
H -3.0572 -0.5992 -0.1705
H -2.8641 1.3756 1.6502
H 0.0354 2.1613 -1.5215
H -1.2617 -0.1127 -2.1240
O 0.9904 -0.5499 -2.1415
C 1.5859 0.4988 -2.9372
C 2.6115 -0.1712 -3.8378
H 2.0147 1.2533 -2.2552
H 0.7979 0.9898 -3.5347
C 2.0336 -1.5835 -4.0087
H 3.5590 -0.2344 -3.2889
H 2.7574 0.3506 -4.7840
C 1.3311 -1.8347 -2.6802
H 2.7812 -2.3454 -4.2284
H 1.2754 -1.5645 -4.8024
H 2.0030 -2.3355 -1.9596
H 0.4077 -2.4288 -2.7738
C -1.1918 -1.5224 4.6975
N -1.8420 -0.6405 3.7448
C -2.3996 0.5409 4.3739
C -2.7470 -1.2947 2.8147
C -2.0798 -2.3303 1.9209
C -2.4255 -3.6799 2.1018
C -1.8194 -4.6994 1.3614
C -0.8793 -4.3357 0.3893
C -0.5813 -2.9809 0.1789
C -1.1239 -1.9890 0.9727
H -0.4443 -0.9345 5.2369
H -0.6948 -2.3539 4.1869
H -1.8900 -1.9436 5.4425
H -2.7622 1.2293 3.6036
H -3.2420 0.2973 5.0459
H -1.6234 1.0417 4.9550
H -3.5639 -1.7790 3.3868
H -3.2240 -0.5159 2.2159
H -3.1593 -3.9146 2.8768
H -2.0474 -5.7514 1.5540
H -0.3643 -5.1032 -0.2131
H 0.1206 -2.6980 -0.6058

Atoms 1-6, force components in eV/Å:
0.742 -0.660 -0.705
-0.233 -0.130 0.267
-0.672 0.394 0.735
0.123 0.137 0.248
-0.245 -0.005 -0.065
0.460 0.436 -0.778

Values from the calculation:
orbital gap (alpha / beta) = 6.84 / 5.26 eV
LUMO (alpha / beta) = -1.88 / -6.10 eV
energy above the lowest of the compared OMol25 structures with the same formula, charge and spin = 0.00 kJ/mol
spin multiplicity = 6
charge = +1

***

# 5
C3H4N2O | the ωB97M-V functional and the def2-TZVPD basis

Positions of all 10 atoms, in Å:
C 0.4304 -0.3561 -0.3243
C 0.7877 1.3975 1.2535
C 0.6327 -1.1468 -1.5669
N -0.6588 -0.6799 -0.8106
N -0.5111 1.5734 1.4421
O 1.8168 1.8041 1.5582
H 0.6005 -0.7167 -2.6139
H 0.5653 -2.2879 -1.5971
H -1.1615 1.1853 0.7391
H -0.6681 2.4583 1.9796

Atoms 1-6, force components in eV/Å:
0.931 1.784 1.199
-1.926 -2.734 -2.497
-1.910 -1.577 -1.579
-0.170 0.373 0.295
0.371 1.230 0.432
1.131 0.333 0.486

Values from the calculation:
orbital gap (alpha / beta) = 8.25 / 8.25 eV
LUMO (alpha / beta) = -0.15 / -0.15 eV
energy above the lowest of the compared OMol25 structures with the same formula, charge and spin = 490.62 kJ/mol
spin multiplicity = 1

***

# 6
C3H9N2O | the ωB97M-V functional and the def2-TZVPD basis

Positions of all 15 atoms, in Å:
C -0.3314 0.8235 -0.9612
C -0.9759 0.5000 0.3720
C 0.2804 -0.2093 -0.0592
N 0.3483 -1.5810 -0.2919
N 1.5709 0.2139 0.6587
O -2.0824 -0.3152 0.4301
H -0.8167 0.4560 -1.8532
H 0.1468 1.7814 -1.0877
H -0.9107 1.2487 1.1595
H 0.4561 -1.8549 -1.2591
H -0.4078 -2.1005 0.1365
H 1.5976 1.2182 0.8683
H 2.3731 -0.0392 0.0661
H 1.6468 -0.3274 1.5309
H -2.8950 0.1858 0.2903

Atoms 1-6, force components in eV/Å:
0.273 -0.232 -1.339
-0.359 -1.109 1.303
1.602 1.512 1.897
-1.976 0.557 -0.941
-1.577 -0.570 -0.718
0.746 -0.003 -0.546

Values from the calculation:
orbital gap (alpha / beta) = 4.42 / 6.26 eV
LUMO (alpha / beta) = -3.16 / -9.88 eV
energy above the lowest of the compared OMol25 structures with the same formula, charge and spin = 380.54 kJ/mol
spin multiplicity = 3
charge = +1

***

# 7
C31H47ClO2P2W | the ωB97M-V functional and the def2-TZVPD basis

Positions of all 84 atoms, in Å:
W 0.2253 -1.4089 -0.7153
C -0.3438 -3.0918 0.5417
C 1.0606 -3.2439 0.2413
C 0.8381 -1.3703 1.5794
C -0.4822 -1.8791 1.3258
C 1.7794 -2.1476 0.8389
C -1.3911 -4.1412 0.3295
H -1.1998 -4.6942 -0.5980
H -2.4137 -3.7324 0.2753
H -1.3621 -4.8829 1.1472
C -1.6827 -1.3851 2.1114
H -2.6323 -1.5396 1.5941
H -1.6001 -0.3140 2.3922
H -1.7817 -1.9464 3.0603
C 1.1020 -0.3983 2.6909
H 0.6270 -0.7428 3.6228
H 0.6489 0.5875 2.5001
H 2.1666 -0.2824 2.9195
C 3.2779 -2.0887 0.9420
H 3.6039 -2.8284 1.6908
H 3.6709 -1.1093 1.2648
H 3.7537 -2.3692 -0.0102
C 1.7240 -4.4625 -0.3007
H 2.0693 -5.1256 0.5057
H 2.6129 -4.2082 -0.8851
H 1.0437 -5.0278 -0.9376
C -1.5722 -0.5423 -4.2768
C -1.5227 -1.8572 -3.9733
C -0.5532 -2.8139 -4.5796
C 0.9245 -2.5744 -4.2106
C 1.1022 -1.7073 -2.9785
C 1.0266 -0.3383 -3.0503
C 0.7666 0.4848 -4.2769
C -0.5266 0.1693 -5.0839
H -0.6775 -2.7870 -5.6738
H 1.4260 -2.1280 -5.0760
H -0.8250 -3.8054 -4.2032
H -0.2462 -0.3846 -6.0045
H -2.4772 0.0404 -4.0885
H -2.3528 -2.2912 -3.4055
H -0.9586 1.1194 -5.4382
H 0.7365 1.5475 -3.9722
H 1.3210 0.2843 -2.1828
H 1.6194 0.3814 -4.9778
H 1.4212 -3.5398 -4.0463
H 1.6535 -2.2413 -2.1494
P -1.2347 0.6157 -0.2128
P 2.0079 0.9931 -0.1450
C -0.4843 2.1921 -0.9159
C 1.0588 2.3612 -0.9814
H -0.9408 2.9764 -0.2837
H -0.9089 2.2487 -1.9231
H 1.4322 2.3990 -2.0158
H 1.3361 3.3001 -0.4796
C 2.6643 1.9735 1.2481
H 3.2928 1.3522 1.9053
H 1.8275 2.4181 1.8139
H 3.2849 2.7692 0.7976
C 3.5617 0.7057 -1.0736
H 3.9843 1.6694 -1.3608
H 3.4089 0.1048 -1.9763
H 4.2629 0.1912 -0.4050
C -2.9174 1.0499 0.2658
H -3.5404 0.1815 0.5086
H -3.3594 1.5879 -0.5836
H -2.9429 1.7737 1.1868
C -1.8798 -0.9037 -1.2405
H -1.2117 -1.5227 -1.9312
H -2.4835 -0.3578 -1.9691
H -2.5036 -1.5922 -0.6605
Cl -1.2863 5.5497 7.9874
C -1.4827 5.0046 6.3723
C -2.7649 4.7380 5.8638
C -2.9029 4.1398 4.6129
C -1.7616 3.7896 3.8690
C -0.4980 4.2092 4.3075
C -0.3545 4.8298 5.5522
C -1.8512 2.8900 2.6714
O -3.0546 2.6837 2.2565
O -0.7986 2.3897 2.1969
H -3.6391 4.9704 6.4712
H -3.8962 3.9420 4.2062
H 0.3605 4.0471 3.6518
H 0.6154 5.1461 5.9335

Atoms 1-6, force components in eV/Å:
1.697 5.125 1.235
-0.116 -0.195 0.948
0.147 -0.184 0.917
-0.199 -0.591 0.698
-0.106 -1.058 1.367
-0.110 -0.837 0.741

Values from the calculation:
orbital gap (alpha / beta) = 4.11 / 4.12 eV
LUMO (alpha / beta) = -7.95 / -7.94 eV
energy above the lowest of the compared OMol25 structures with the same formula, charge and spin = 153.37 kJ/mol
spin multiplicity = 3
charge = +2

***

# 8
C45H59N6O5PSn | the ωB97M-V functional and the def2-TZVPD basis

Positions of all 117 atoms, in Å:
Sn -0.1369 -1.1417 -0.5681
O -2.6217 0.6972 3.8605
C -2.8538 1.8405 4.6880
C -2.8758 1.5283 6.2145
C -1.6824 0.7365 6.7135
C -0.3000 1.2717 6.2976
C -0.0208 2.5965 5.8506
C 1.3240 2.9724 5.7842
C 2.3514 2.0074 6.1214
C 1.9198 0.6977 6.3504
N 0.6646 0.3359 6.3759
H -2.4585 1.0539 2.9617
H -3.8552 2.2960 4.4640
H -2.2071 2.6550 4.4260
H -3.8820 1.0334 6.4425
H -2.8778 2.5264 6.6931
H -1.6681 -0.2800 6.3238
H -1.7341 0.6298 7.8380
H -0.8587 3.2791 5.6957
H 1.5569 4.0048 5.6281
H 3.4211 2.3054 6.1588
H 2.6848 -0.0857 6.4498
O -1.0490 -1.2051 -2.6045
C -1.9510 -1.8602 -3.2557
C -1.8532 -1.9107 -4.6738
C -2.5343 -2.8434 -5.4273
C -3.4390 -3.6260 -4.8254
C -3.6827 -3.5543 -3.4743
C -2.9911 -2.6623 -2.6319
C -3.3827 -2.3646 -1.2584
N -2.5998 -1.9255 -0.2773
C -3.4237 -1.6139 0.8043
C -4.7216 -1.9683 0.4664
N -4.6460 -2.5823 -0.7956
H -1.2967 -1.1592 -5.1950
H -2.4663 -2.7490 -6.4937
H -4.0425 -4.2696 -5.5046
H -4.4386 -4.2035 -3.0335
H -3.0831 -1.1249 1.7092
H -5.5756 -2.0031 1.1108
H -5.4098 -2.9366 -1.3104
C -4.1669 5.1632 -3.1304
N -4.9326 5.4526 -1.8872
C -5.5160 6.8174 -2.0214
N -4.5618 7.8753 -2.1784
C -3.7280 7.5459 -3.4290
N -3.1834 6.2041 -3.3307
C -2.0993 6.1105 -2.3946
P -2.6005 6.5911 -0.6655
C -3.9753 5.2944 -0.6477
C -3.7051 8.0896 -1.0436
H -4.8408 5.1322 -3.9858
H -3.7486 4.1325 -3.0200
H -5.7595 4.8727 -1.8108
H -6.2033 6.9974 -1.1504
H -6.2229 6.8263 -2.9107
H -2.9232 8.2111 -3.5397
H -4.3131 7.6724 -4.3115
H -1.2503 6.8493 -2.5832
H -1.6529 5.1076 -2.4426
H -4.5314 5.3947 0.2891
H -3.6361 4.2586 -0.6289
H -3.0889 9.0422 -1.0853
H -4.3254 8.3312 -0.1825
C 2.5614 1.5524 1.0750
C 2.9027 2.1757 -0.2901
C 1.6112 2.3745 -1.2255
C 3.8853 1.3028 -1.0771
C 4.9611 1.9672 -1.6042
C 5.9158 1.2525 -2.3162
C 5.7341 -0.1119 -2.5365
C 4.5991 -0.7602 -2.2070
C 4.4764 -2.3252 -2.4579
C 5.5781 -2.8869 -1.6165
C 4.7055 -2.5272 -3.9675
C 3.5718 -0.0862 -1.4658
O 2.4877 -0.6696 -1.1705
H 1.9268 2.2434 1.6385
H 3.5174 1.3489 1.6408
H 2.0910 0.5559 0.9516
H 3.2887 3.1836 -0.1233
H 1.0163 1.4454 -1.2549
H 2.0119 2.6804 -2.2342
H 0.9247 3.1672 -0.8536
H 5.2020 3.0476 -1.3815
H 6.7903 1.7220 -2.6924
H 6.5502 -0.6036 -3.0784
H 3.4511 -2.6928 -2.1386
H 6.5648 -2.6186 -1.9975
H 5.6166 -3.9999 -1.4954
H 5.5128 -2.5073 -0.6274
H 5.6606 -2.1297 -4.2767
H 3.9199 -1.9143 -4.4884
H 4.5533 -3.5747 -4.2926
C 4.5072 -7.9886 0.8126
C 3.3858 -6.9885 0.8902
C 3.1131 -6.3642 2.0934
C 2.1742 -5.3050 2.1045
C 1.7175 -4.8084 3.4339
C 1.4793 -4.8795 0.9160
C 1.5272 -5.8290 -0.1465
C 0.4681 -5.8629 -1.1911
C 2.5023 -6.8057 -0.1982
C 0.6722 -3.5911 0.7646
O 0.1346 -3.0221 1.7397
O 0.5866 -3.1183 -0.5017
H 5.1607 -7.9036 1.7360
H 5.1339 -7.7833 -0.0795
H 4.1081 -9.0252 0.6208
H 3.7105 -6.5332 2.9433
H 2.3019 -5.3209 4.1803
H 0.6225 -4.9623 3.5176
H 1.7931 -3.6809 3.4180
H -0.5365 -5.7179 -0.7731
H 0.4317 -6.8958 -1.6811
H 0.5035 -5.1162 -1.9564
H 2.5766 -7.4788 -1.0884

Atoms 1-6, force components in eV/Å:
0.192 -0.127 -0.428
0.047 0.804 -0.284
-1.819 0.033 0.252
-0.831 0.182 -0.890
0.566 -0.109 0.298
0.041 0.162 -0.448

Values from the calculation:
orbital gap = 3.10 eV
LUMO = -1.69 eV
spin multiplicity = 1

***

Number 1: strongest force on any atom 5.27 eV/Å. Number 2: strongest force on any atom 2.55 eV/Å. Number 3: strongest force on any atom 9.08 eV/Å. Number 4: strongest force on any atom 4.46 eV/Å. Number 5: strongest force on any atom 4.17 eV/Å. Number 6: strongest force on any atom 2.91 eV/Å. Number 7: strongest force on any atom 5.54 eV/Å. Number 8: strongest force on any atom 3.54 eV/Å.